The following is a quantum chemistry calculation of a structure of composition C5H12N2 at a distorted geometry, from the OMol25 dataset.

The geometry in ORCA input format:
```
! RIJCOSX wB97M-V def2-TZVPD def2/J DEFGRID3
* xyz 0 1
C 0.848 0.302 0.770
C -1.685 0.278 0.929
C 2.109 0.828 0.100
C -0.490 0.783 0.145
N -0.557 2.068 -0.124
H 0.273 2.422 -0.599
H 0.786 -0.778 0.544
H 0.869 0.496 1.846
H -1.895 -0.752 0.650
H -1.525 0.304 2.003
H -2.578 0.861 0.705
H 2.286 1.874 0.349
H 2.965 0.230 0.410
H 2.043 0.739 -0.984
C -0.756 -2.373 -1.387
N -0.022 -1.373 -1.461
H -0.485 -0.136 -1.241
H -1.842 -2.388 -1.213
H -0.344 -3.384 -1.442
*
```

As for the max |F|: 6.3 eV/Å. As for the LUMO energy: -0.002 Ha. The energy relative to the best compared isomer or geometry (same formula, charge and spin) is 3.9941 eV. The value obtained for the HOMO energy is -0.33017 hartree. The orbital gap comes out at 0.3283 hartree.

=====

The following is a quantum chemistry calculation of a structure of composition C4H10AlNO7P3 at a distorted geometry, from the OMol25 dataset.

The geometry in ORCA input format:
```
! RIJCOSX wB97M-V def2-TZVPD def2/J DEFGRID3
* xyz 3 1
C -4.056 0.654 1.182
C -3.598 -0.373 0.476
C -2.869 -1.672 -0.096
O -1.574 -1.929 0.499
P -0.622 -0.530 0.578
O -0.913 0.356 1.821
O 1.009 -1.061 0.775
C 1.115 -1.654 2.118
N 2.293 -2.588 2.204
O -0.600 0.377 -0.888
P 0.993 1.102 -0.885
P 1.124 2.666 -2.415
O 0.151 3.842 -2.168
O 0.991 2.098 -4.008
O 2.715 3.356 -2.309
H -4.302 1.543 1.877
H -2.863 -1.665 -1.251
H -3.545 -2.572 0.192
H 1.201 -0.830 2.915
H 0.160 -2.256 2.405
H 1.852 -3.532 2.144
H 2.618 -2.523 3.189
H 1.036 1.775 0.404
H 0.115 1.650 -4.108
H 3.416 2.655 -2.469
Al 4.153 1.113 -2.182
*
```

As for the max |F|: 7.9 eV/Å. As for the LUMO energy: -0.615 Ha. The value obtained for the HOMO energy is -0.71725 hartree. The orbital gap comes out at 0.1021 hartree.

=====

The following is a quantum chemistry calculation of a cluster of 2 separate species, C3H9N3 in total at a distorted geometry, from the OMol25 dataset.

The geometry in ORCA input format:
```
! RIJCOSX wB97M-V def2-TZVPD def2/J DEFGRID3
* xyz 0 1
H 0.524 -3.243 1.471
N 1.089 -3.134 0.625
C 0.665 -2.055 0.079
N 1.455 -1.154 -0.591
H -0.412 -1.879 0.139
H 1.428 -1.131 -1.603
H 2.431 -1.065 -0.345
C -0.092 2.176 0.649
N -1.335 2.056 0.503
C -1.847 2.054 -0.868
H 0.325 2.232 1.650
H 0.566 2.184 -0.230
H -2.874 1.701 -0.855
H -1.776 3.029 -1.341
H -1.308 1.256 -1.395
*
```

As for the max |F|: 2.4 eV/Å. As for the LUMO energy: 0.033 Ha. Its SMILES is [H]/N=C/N.C=NC. The energy relative to the best compared isomer or geometry (same formula, charge and spin) is 2.4051 eV. The value obtained for the HOMO energy is -0.34723 hartree. The orbital gap comes out at 0.3804 hartree.

=====

The following is a quantum chemistry calculation of a cluster of 2 separate species, C6H11N2OS in total at a distorted geometry, from the OMol25 dataset.

The geometry in ORCA input format:
```
! RIJCOSX wB97M-V def2-TZVPD def2/J DEFGRID3
* xyz 1 1
C -2.505 -1.453 0.212
C -2.214 -2.442 -0.731
C -0.556 -0.630 -0.603
C 0.310 2.008 -0.512
C 1.477 0.354 1.175
C 1.170 0.788 -0.258
N -1.535 -0.500 0.219
N 2.078 0.356 -1.152
O 0.458 0.954 1.954
S -0.723 -2.084 -1.506
H -3.237 -1.518 1.020
H -2.762 -3.322 -1.065
H -0.300 1.730 -1.347
H 0.950 2.849 -0.831
H -0.349 2.189 0.364
H 1.501 -0.888 1.240
H 2.472 0.674 1.412
H 2.715 -0.336 -1.033
H 2.137 0.620 -2.156
H -1.374 0.281 0.879
H 0.286 0.370 2.719
*
```

As for the max |F|: 4.3 eV/Å. As for the LUMO energy: -0.122 Ha. The energy relative to the best compared isomer or geometry (same formula, charge and spin) is 2.0032 eV. The value obtained for the HOMO energy is -0.47832 hartree. The orbital gap comes out at 0.3561 hartree.

=====

The following is a quantum chemistry calculation of a structure of composition C12H24IN5O9RuS2, from the OMol25 dataset.

The geometry in ORCA input format:
```
! RIJCOSX wB97M-V def2-TZVPD def2/J DEFGRID3
* xyz 0 1
Ru -1.362 -1.038 0.707
O -3.770 1.198 0.663
S -3.887 -0.256 0.867
O -5.220 -0.736 0.946
O -3.070 -0.952 -0.260
O -2.977 -0.655 2.009
I -2.276 -3.667 2.907
C -0.880 -2.212 2.320
H 0.037 -2.731 2.059
H -0.782 -1.507 3.138
O 1.210 1.573 0.772
C 0.068 1.539 1.170
O -0.575 0.520 1.664
C -0.774 2.809 1.132
N -2.076 2.668 1.852
C -2.929 3.823 1.417
C -2.381 4.209 0.029
C -1.252 3.207 -0.260
H -0.214 3.621 1.600
H -1.964 2.593 2.860
H -2.595 1.794 1.544
H -2.829 4.627 2.142
H -3.958 3.474 1.399
H -1.992 5.226 0.054
H -3.159 4.169 -0.729
H -0.443 3.621 -0.856
H -1.633 2.321 -0.771
C -1.407 -5.395 -0.683
S -0.552 -3.855 -0.699
O 0.583 -3.955 0.208
O -0.202 -3.546 -2.066
O -1.612 -2.930 -0.152
H -0.728 -6.146 -1.082
H -2.289 -5.298 -1.311
H -1.684 -5.619 0.344
C 4.437 -0.421 -0.127
C 4.306 0.059 -1.570
C 3.987 1.550 -1.623
C 3.286 -0.769 -2.353
N 1.940 -0.671 -1.799
C 1.380 -1.370 -0.820
N 0.182 -0.874 -0.636
N 0.016 0.133 -1.519
N 1.068 0.258 -2.223
H 5.260 0.095 0.368
H 4.633 -1.494 -0.071
H 3.531 -0.198 0.442
H 5.257 -0.116 -2.084
H 3.064 1.769 -1.082
H 3.874 1.901 -2.651
H 4.789 2.121 -1.154
H 3.550 -1.826 -2.352
H 3.210 -0.431 -3.385
H 1.803 -2.212 -0.298
*
```

As for the max |F|: 0.4 eV/Å. As for the LUMO energy: -0.045 Ha. The energy relative to the best compared isomer or geometry (same formula, charge and spin) is 0.0000 eV. The value obtained for the HOMO energy is -0.32434 hartree. The orbital gap comes out at 0.2789 hartree.

=====

The following is a quantum chemistry calculation of a structure of composition C12H32BrFInO10P2S at a distorted geometry, from the OMol25 dataset.

The geometry in ORCA input format:
```
! RIJCOSX wB97M-V def2-TZVPD def2/J DEFGRID3
* xyz -1 1
O -0.717 0.507 8.332
S -1.432 0.540 7.079
O -1.181 -0.574 6.192
F -0.791 1.835 6.300
In -3.939 1.080 7.452
Br -5.328 -1.011 6.991
H -4.140 1.710 9.053
H -4.296 2.272 6.233
O -2.778 1.617 1.800
P -1.677 2.173 1.011
O -1.284 1.214 -0.218
C -2.294 0.544 -0.972
C -2.751 1.370 -2.158
O -0.331 2.033 1.853
C -0.337 1.623 3.237
C -0.059 0.146 3.372
O -1.297 3.620 0.463
C -2.254 4.501 -0.155
C -3.614 4.488 0.513
H -3.138 0.283 -0.331
H -1.846 -0.388 -1.322
H -3.320 2.242 -1.829
H -3.395 0.778 -2.810
H -1.894 1.722 -2.734
H -1.278 1.888 3.713
H 0.447 2.204 3.724
H -0.755 -0.436 2.765
H -0.152 -0.176 4.412
H 0.952 -0.084 3.021
H -2.334 4.256 -1.217
H -1.820 5.498 -0.092
H -4.098 3.513 0.421
H -4.265 5.230 0.051
H -3.524 4.710 1.576
O 3.577 -3.185 -2.050
P 3.089 -2.175 -2.995
O 2.126 -2.806 -4.104
C 1.191 -3.833 -3.759
C -0.146 -3.258 -3.335
O 4.307 -1.728 -3.940
C 5.640 -2.159 -3.679
C 5.995 -3.365 -4.524
O 2.528 -0.710 -2.814
C 1.562 -0.347 -1.794
C 1.789 -1.018 -0.458
H 1.602 -4.474 -2.977
H 1.068 -4.443 -4.654
H -0.066 -2.756 -2.368
H -0.887 -4.052 -3.238
H -0.500 -2.531 -4.067
H 5.779 -2.373 -2.619
H 6.290 -1.319 -3.931
H 5.262 -4.160 -4.385
H 6.981 -3.748 -4.256
H 5.999 -3.102 -5.583
H 0.557 -0.551 -2.172
H 1.643 0.731 -1.677
H 1.661 -2.101 -0.522
H 1.073 -0.635 0.271
H 2.799 -0.828 -0.096
*
```

As for the max |F|: 4.5 eV/Å. As for the LUMO energy: 0.078 Ha. The value obtained for the HOMO energy is -0.22598 hartree. The orbital gap comes out at 0.3039 hartree.